(1)
231
Properties=species:S:1:pos:R:3:forces:R:3 method="wB97M-V/def2-TZVPD" homo_lumo_gap_ev="6.88 / 6.63" s_squared=2.00 spin_multiplicity=3 energy_ha=-6987.78125 charge=+1 lumo_ev="-3.0 / -3.3" e_homo_ev="-9.9 / -9.9"
H -6.424587 3.820756 2.720716 0.17 0.32 -0.16
O 2.013210 3.712522 -5.107070 -1.43 -1.63 1.11
H -2.119259 -5.839094 4.460628 -0.15 -0.33 0.18
H -6.442579 3.049209 5.157744 0.25 0.38 0.24
C -4.695148 -1.483508 -5.697991 -0.22 -1.96 -0.12
H -6.485685 -3.484978 -3.980615 -0.67 0.15 0.36
C -2.725917 4.631579 -0.238188 0.63 1.16 -0.07
H 2.630737 -5.470727 1.224175 0.21 0.06 -0.51
H 4.741781 1.335101 -3.114811 0.34 -0.22 0.57
H 13.947805 -2.816850 1.657492 -0.03 -0.13 0.30
H 4.043030 -1.108380 -7.092311 -0.10 0.02 -0.16
H 1.114424 -1.571763 3.038102 -0.05 0.02 -0.05
O -1.851190 4.304633 0.871772 -0.75 -0.13 -1.34
C -5.824690 2.933160 2.519726 1.11 -1.05 -0.18
H 4.870811 -2.099808 -2.104018 -0.36 -0.83 -0.40
H -3.754950 6.168451 0.770218 -0.11 0.31 0.02
C 0.531081 7.448073 -1.738925 -0.03 -1.20 1.12
H 3.820609 -4.070034 -0.549830 -0.43 0.20 -0.27
C 11.336948 -2.456491 1.576779 0.38 0.48 0.93
O 4.694831 -4.123413 -0.156781 0.80 -0.91 -0.11
N -6.024678 1.882826 3.453882 0.01 -1.03 0.81
N 1.892327 5.307059 -1.791224 -1.45 1.44 -0.89
H 2.970673 0.831374 3.048099 0.15 -0.09 0.09
H -9.045142 1.746001 -0.109803 -0.12 0.21 -0.33
H 5.906507 -1.241075 -1.154634 0.89 0.29 -0.21
H -3.479945 -2.852017 -1.569102 0.04 0.00 -0.13
H 4.017207 -2.772341 -5.437129 -0.15 -0.05 0.06
O -4.427572 1.545836 -3.997189 0.34 0.35 -0.25
H -3.840687 -5.380109 4.733372 -0.09 -0.70 0.29
H 8.414107 0.995260 1.290129 0.56 0.20 -0.04
O -4.705615 -3.676611 -0.148121 -0.73 -0.16 0.37
C -1.021037 0.932450 -4.269101 -0.49 -0.03 0.77
H 1.448933 -3.479256 -4.734702 0.19 0.21 0.22
H -0.514874 7.754692 -1.731324 -0.28 0.08 -0.13
H 2.835787 5.924430 -3.233001 -0.32 -0.31 0.48
H -5.688208 -0.799211 -3.351441 0.00 -0.15 -0.09
H -1.424964 3.479244 0.629573 0.22 -0.33 0.28
H -2.868744 -0.946763 6.406283 0.34 0.08 -0.01
H -7.517205 1.181375 -0.743665 0.46 -0.17 0.08
H -8.831862 -0.311770 6.871434 -0.05 0.22 -0.27
C -6.099256 2.363537 1.183516 -2.23 0.59 -0.72
H -5.306648 1.556321 -4.382821 0.01 0.00 -0.15
H 2.445325 3.610471 -4.255922 0.25 -0.47 0.38
H 5.125620 2.520173 -4.273441 0.36 0.49 0.19
H -4.715829 2.478802 4.979759 0.00 0.64 -0.34
H 0.269810 0.682276 2.752158 -0.67 0.36 0.24
H 0.297370 -7.432382 2.113278 0.29 0.39 0.44
H 13.593319 -2.179416 0.079835 -0.45 0.27 -0.17
H -1.239504 0.381588 -5.183938 0.44 0.11 -0.13
H -4.240704 -0.901912 -4.895902 -0.13 0.02 0.00
H -0.018602 4.714013 4.198465 0.44 -0.44 -0.40
O 1.002778 0.906009 3.330340 -0.85 0.66 -0.45
C 1.825614 3.924806 -1.600415 0.97 -2.48 -0.30
H 2.520914 6.892377 -5.797109 0.32 -0.10 -0.30
C -4.595857 1.691853 -2.608286 -0.51 -1.78 1.36
H 0.311716 2.995294 -5.400510 0.66 0.23 -0.12
C -3.062495 6.083000 -0.067210 -0.60 1.16 0.45
H -5.070846 -6.402063 1.707547 -0.02 0.12 -0.12
H -0.007434 -4.389907 5.547759 0.04 -0.10 0.02
H -0.224192 5.628401 -2.411783 0.54 -0.96 -0.26
O -0.495607 -3.699542 5.093138 -0.84 0.21 -0.01
H 2.056024 -2.677897 -2.600581 0.30 -0.14 0.19
H 2.163674 0.524970 1.571471 -0.79 0.12 -0.12
H -0.005032 -4.339067 -5.010486 -0.37 -0.39 0.74
H 9.894947 -0.703714 -0.025710 -0.19 0.41 -0.22
H 9.594007 -3.368214 0.757515 -0.04 -0.35 -0.11
H -4.714253 0.223066 -0.921386 0.13 0.11 0.00
C 0.521999 5.868137 -1.654262 1.06 3.20 0.45
H 1.215392 3.500753 -2.397855 -0.37 -0.21 0.11
H 8.181729 -1.615696 2.166610 -0.01 -0.27 -0.16
O 3.602764 3.024185 -3.041274 -0.29 0.21 0.93
H 5.859451 1.627183 1.828604 -0.29 0.62 0.18
O -2.702016 4.624916 3.448483 0.08 -0.53 -0.06
H -1.749291 0.581323 -3.538027 0.06 -0.28 0.33
O 0.348370 -3.786325 -2.982022 -0.06 -0.88 0.31
H 5.239837 -1.770194 -4.608480 0.28 -0.09 -0.34
O -0.185386 2.972953 5.406409 0.80 -0.26 0.37
H -3.764758 -0.209346 -2.395049 0.17 -0.46 0.30
H -1.497169 2.934780 3.048662 -0.12 0.03 -0.23
O -6.285758 -2.614914 -4.333629 -0.41 -0.21 1.02
H -2.333734 -1.321991 1.505039 0.42 0.42 -0.17
C -3.434871 -6.368305 2.853985 0.00 -1.19 0.05
C 4.418261 -1.765054 -5.324777 -0.79 1.78 -0.03
H 1.566549 -2.248590 -0.266557 -0.54 0.15 0.39
H 1.412291 -5.087750 -0.896318 0.07 -0.27 0.20
H -4.746031 3.089982 2.519861 0.08 0.92 0.19
H 1.104715 -7.039035 0.598270 0.04 0.49 -0.02
H 1.428098 6.189835 -4.676549 -0.69 -0.80 -0.69
H 11.717287 -2.338924 2.591474 0.08 -0.18 0.45
C -5.771418 2.260381 4.818054 -0.30 -1.73 1.23
C 4.883832 2.411032 -3.216216 -1.26 -0.27 -0.29
H -2.164286 -3.764241 4.177536 0.75 0.55 0.24
C 2.413849 6.045838 -5.118876 0.77 1.21 0.84
H -1.154814 4.766321 5.444030 -0.11 -0.23 0.34
C -5.997811 1.028401 5.719392 -1.54 -0.12 -0.11
H -3.866059 -7.304257 3.209196 0.19 0.05 0.59
C -5.261032 -1.603472 3.165099 1.45 1.54 1.15
H -0.945375 3.012823 -3.636594 0.11 -0.07 0.40
C 3.189234 3.228438 -1.676269 0.12 0.63 -0.73
C -7.986222 1.992645 -0.186927 -1.03 0.48 -1.00
H -1.084698 -1.231615 4.243369 -0.05 -0.13 0.04
H -4.433709 -3.427963 -4.644909 0.35 -0.02 -0.10
C 8.023355 0.400625 0.464400 0.63 -0.23 1.16
C -1.269614 2.406498 -4.482376 0.16 -0.26 -0.75
H 4.728477 0.856164 0.763571 0.11 -0.64 -0.19
N 9.062564 -1.542046 1.677929 0.02 0.64 -1.34
H 9.573162 -3.343078 2.536466 0.28 -0.19 -0.08
H -6.159581 -3.199337 3.351749 -0.09 -1.06 -0.24
H -0.074675 -2.623324 -4.681552 -0.05 0.23 0.22
O -5.834815 -0.384725 -2.498033 -0.52 -0.44 0.45
C -7.757605 -0.317275 6.686926 -0.31 1.06 -0.02
C 2.684337 4.707112 -5.775957 -0.99 0.84 -0.30
O 12.093918 -3.425018 0.904944 0.08 -0.22 -0.49
H -0.939822 -0.481946 5.869900 0.82 0.20 -0.54
H -1.804765 -4.696375 -1.371042 0.16 0.68 -0.07
O -7.423834 0.834906 5.901354 0.26 -0.49 0.07
H 0.985151 7.831917 -2.652481 0.34 -0.03 -0.06
H 1.503442 -0.346000 -5.016840 -0.24 0.36 0.26
C 2.118611 -1.150397 2.991665 0.66 0.50 -0.52
O 2.117491 -1.001040 -5.356626 0.03 -0.60 -0.61
C -4.090260 -0.906395 2.441452 -1.55 1.41 -1.62
H -5.636645 0.133408 5.212792 0.43 -0.03 -0.08
H 3.729038 4.398820 -5.735431 0.36 0.83 -0.74
O 0.326481 0.660323 -3.817844 -0.81 0.00 -0.52
H -2.451531 2.934534 4.554780 -0.12 -0.37 -0.06
O -0.592200 2.787408 -5.648108 -0.30 0.48 -0.43
O 6.834275 -2.820817 -2.069762 0.57 -0.03 -0.26
H -6.948806 1.492121 3.337898 -0.31 0.13 0.25
C 1.051873 -2.808391 -2.197142 -0.89 0.25 -1.17
H -5.536290 1.075856 6.705723 0.20 0.35 0.08
O -4.441567 -5.762700 2.049321 -0.10 1.19 0.05
Ni -3.834449 -3.740768 1.815875 0.57 0.58 -0.35
H 1.424524 3.630268 -0.630633 -0.45 -0.03 0.27
H 3.153633 2.300144 -1.106076 0.12 -0.26 -0.13
H -1.345336 -4.464705 0.794408 0.65 -0.72 0.48
O 4.834486 -1.199981 -6.556764 1.06 -0.92 -0.62
H 4.658613 -2.269802 0.540304 0.16 1.05 -0.40
H -2.332078 2.600201 -4.629826 -0.06 -0.17 0.01
H 0.120857 5.689107 -0.656711 -0.21 -0.46 0.09
H 2.617997 -1.253461 3.955048 -0.14 -0.30 0.01
O -7.568968 2.209478 1.091969 2.62 -0.25 1.91
H -0.114622 9.686483 -0.437096 -0.32 -0.37 0.18
H -3.751803 2.141119 -2.084983 0.13 0.56 -0.58
H 13.971113 -3.869003 0.227472 -0.18 -0.13 0.17
H 6.229194 -3.025551 0.492438 0.17 0.15 -0.02
C -3.031329 -5.451476 4.006775 -0.64 -2.11 0.64
C -2.643910 -4.645107 -0.677288 0.40 -0.83 0.01
C 8.882855 -0.908852 0.323123 -1.06 0.87 1.55
H 5.608667 2.826552 -2.516179 0.20 -0.05 -0.24
H 0.582256 -2.272750 6.041430 0.05 0.44 -0.07
H -3.940372 -1.652586 -6.465985 0.04 0.15 -0.02
O -5.493809 -2.929416 2.714962 -0.26 0.05 -0.24
H -5.671336 1.380554 0.986706 0.33 0.04 0.19
H 2.597612 -3.749199 1.476797 0.13 0.01 -0.10
N 1.796954 -4.321671 -0.362223 -0.09 0.90 -0.62
H -2.828654 -5.698534 -0.466898 -0.96 -0.19 -0.52
O -2.638821 -1.446431 5.619472 -0.63 -0.88 -1.01
H -5.542905 2.192849 -2.407775 0.14 0.32 0.28
H 8.367969 -1.482531 -0.447521 0.04 -0.72 0.11
F 0.543461 0.068901 -0.178420 -0.87 -0.08 0.29
H 2.687004 -1.669674 2.220059 0.12 -0.26 0.13
H 3.375944 -0.648208 -3.763103 -0.20 -0.42 0.57
O -3.098308 -1.769655 1.874664 -1.92 -1.72 1.75
H -2.229928 6.752879 0.147745 0.50 -0.55 0.30
C -0.473176 -2.519792 5.926799 0.92 -0.11 -0.27
H 0.297603 -3.729443 2.066349 -0.21 0.15 -0.25
H -6.166264 -0.996398 3.154228 0.01 0.10 -0.86
F -0.896650 1.431432 -1.317102 0.26 -0.85 0.53
C 5.326192 -2.853674 -0.093355 -0.24 -1.25 -0.10
H 1.023754 -4.994757 2.936879 0.14 -0.46 0.14
C 1.019603 -3.082044 -0.707369 1.19 -1.58 -0.51
F -1.570416 -0.820025 -0.822041 0.64 1.30 0.95
H 11.523096 -1.460681 1.174516 -0.31 0.15 -0.59
H 2.180862 4.697434 -6.742655 0.80 0.20 -0.53
O 6.675935 0.113398 0.884717 0.57 -1.86 -1.59
C 0.417908 -3.550373 -4.388236 0.55 0.36 -0.21
H -5.625762 -3.524923 -5.966454 0.60 0.09 -0.56
H -7.540476 -1.269097 6.202164 0.45 -0.07 -0.12
H -0.599625 -7.433936 0.678803 -0.16 0.39 -0.31
H 8.064325 1.019558 -0.431885 -0.24 -0.19 -0.30
C -1.878110 3.551351 3.862811 0.25 0.87 1.11
H -3.650416 4.054671 -0.262267 0.09 -0.36 0.24
H 5.926990 1.946754 0.114574 0.41 -0.18 -0.42
C 9.846033 -2.783138 1.641977 -0.39 0.55 -0.38
C -1.238563 -1.370357 5.313503 -0.50 0.64 1.74
H -2.595066 4.609547 2.494577 -0.01 0.44 -0.56
F -1.053238 -0.458739 1.408173 0.08 1.01 -0.51
H -7.312586 -0.238207 7.678798 0.40 -0.25 0.02
C 5.724447 -2.274624 -1.449165 -1.19 1.50 1.59
H 1.399775 9.732876 0.481642 0.14 -0.02 -0.28
H -4.509239 -0.356470 1.598764 -0.27 -0.22 -0.35
C 0.195686 -6.880926 1.178585 -0.58 -0.75 -0.01
O -0.215210 -5.526839 1.370358 -0.42 -1.57 -0.55
F -0.552613 1.825298 0.955721 0.28 -1.72 -0.37
C 13.445512 -3.050122 0.718669 0.13 -0.18 -0.03
H -0.840358 -2.712438 6.934844 -0.33 -0.18 -0.06
C -5.206766 -2.885670 -5.189340 0.50 1.62 -0.89
C 0.935774 9.395436 -0.445147 0.30 -1.01 -0.41
O -2.242944 -4.169543 0.624783 -1.43 1.39 -0.94
H -7.826612 2.953770 -0.675667 -0.33 -0.12 -0.98
O 3.269426 6.293996 -4.005644 0.94 0.26 -0.78
H -3.485949 6.598483 -0.929223 -0.49 -0.59 -0.23
H -2.629466 -6.683400 2.190556 0.44 0.47 0.15
C 3.395839 -0.735798 -4.849399 -0.07 -0.02 1.36
H -2.250491 4.552643 -1.215859 0.45 -0.63 0.10
C -4.677864 0.245069 -2.010558 0.00 1.36 -1.01
H 3.742561 0.254355 -5.145182 0.19 0.03 -0.37
H 3.886804 3.924698 -1.210749 0.49 -0.14 0.28
C 2.036110 -4.575709 1.041241 -1.23 -0.12 0.85
H -5.542629 -3.371166 -0.505497 -0.32 0.35 0.39
H 1.346514 9.854525 -1.344382 0.39 0.32 0.18
H -4.268968 -4.392522 -2.061476 -0.09 0.06 0.03
C 5.772767 1.156510 0.849302 -0.16 1.26 1.24
C 2.081661 0.347350 2.643771 1.57 -0.85 0.85
F -2.512905 1.099907 0.165823 0.17 -1.50 0.76
H -3.784595 -0.035745 3.021656 0.81 -0.58 0.63
H 2.565174 5.741851 -1.176140 -0.32 0.34 0.40
C -0.716474 4.067969 4.731105 -1.50 0.70 -0.31
H 0.506573 -1.884672 -2.390766 0.20 0.50 0.26
H 0.311129 0.947252 -2.901861 0.30 0.00 0.27
H -0.021523 -3.201376 -0.407518 -0.12 0.58 0.33
H -5.539352 -0.966878 -6.154615 0.07 0.13 0.13
H 0.281396 2.461651 4.741361 0.35 -0.42 -0.04
P -1.001054 0.491311 0.035794 -0.05 2.03 -1.85
C -3.820173 -3.833908 -1.240116 1.81 -0.55 0.48
O 1.144946 7.961974 -0.550636 -0.47 0.79 -0.42
H 6.885496 -3.773774 -1.965510 -0.34 -0.13 0.10
O -2.809444 -4.176395 3.598311 -0.25 1.83 -2.09
H -5.047885 -1.605916 4.234047 0.45 -0.56 0.13
C 0.750620 -4.710102 1.920780 1.66 1.52 0.25
H -5.694678 3.093577 0.482476 -0.44 -0.05 -0.76



(2)
49
Properties=species:S:1:pos:R:3:forces:R:3 method="wB97M-V/def2-TZVPD" homo_lumo_gap_ev=4.53 energy_ha=-2031.75519 charge=+1 lumo_ev=-5.7 e_homo_ev=-10.3
H 2.038121 -0.759687 -5.492268 -0.08 0.13 0.32
H -0.266289 -3.287434 1.809811 0.03 -0.16 -0.43
C 2.731939 -0.779066 -3.442400 -0.19 -0.02 0.05
H -0.583115 5.660675 1.317154 0.08 -0.32 -0.14
C 2.493679 -0.365869 -2.135877 -0.35 0.21 -0.12
C 0.427892 0.671197 -2.839211 0.16 -0.13 0.37
C -1.595861 0.751065 4.399107 -0.11 -0.06 -0.87
C -0.007826 -4.521185 0.103653 -0.16 0.33 0.22
C -0.394685 -3.343702 0.735201 0.37 -0.22 -0.29
N 2.535730 -0.409493 1.297311 -1.91 1.93 -2.50
C 0.745918 3.986732 1.654212 -0.12 -0.08 -0.07
H -0.046468 0.516167 -4.935295 0.28 -0.13 0.32
H 1.959982 2.220370 1.756978 -0.12 0.26 -0.12
H -0.593313 -2.168162 3.000884 -0.12 0.40 0.17
C -1.383351 -0.483340 1.843854 -0.21 0.42 0.51
H -0.755605 -1.065305 5.182364 -0.09 0.03 -0.24
C -0.367370 2.871048 -0.645640 0.18 -0.34 0.22
H -2.433312 2.440798 3.341401 0.00 -0.17 -0.01
H 1.194521 4.400589 2.558506 -0.17 -0.03 -0.28
C 0.677576 0.267949 -4.152411 0.16 -0.13 0.04
H -1.691602 -0.285465 -0.239534 0.31 -0.02 0.11
C -0.682898 -3.604069 -2.042691 -0.02 0.01 0.15
C 1.357142 0.412212 -1.807056 0.48 -0.85 -0.79
C -0.899161 -2.232429 -0.003561 0.14 -0.51 -0.48
Cl 0.330300 -6.103224 -2.059726 0.01 0.06 0.06
C 1.837100 -0.447799 -4.465993 -0.05 0.06 0.19
H -0.793202 -3.713812 -3.117783 -0.01 0.01 0.20
C -0.816102 4.107855 -0.179239 0.15 0.03 0.16
C -1.061663 -2.432443 -1.411515 0.28 0.17 0.22
H -0.516247 1.153837 -2.600836 0.34 -0.11 -0.32
C -0.141836 -4.657845 -1.286511 -0.34 0.78 0.12
H 3.198639 -0.637972 -1.349840 -0.05 0.13 -0.31
H -1.476991 -1.612397 -1.996888 0.14 -0.22 0.03
C 1.217375 0.888254 -0.427940 0.66 -1.21 1.38
Cl -1.698247 1.504179 5.926659 0.05 -0.05 -0.05
C -1.271548 -0.960091 0.509915 -0.54 -0.54 0.38
C -0.999878 -1.164601 3.036876 0.27 0.40 0.36
N 1.952454 0.199163 0.507561 0.33 -0.70 0.75
H -2.313358 1.338570 1.129756 0.11 0.02 0.20
C -2.039022 1.433893 3.252648 0.02 -0.26 -0.03
C -1.086596 -0.550546 4.283137 0.00 -0.27 -0.40
C 0.660413 2.165765 0.021423 -0.11 0.87 0.88
H 3.628910 -1.364211 -3.650640 -0.27 0.18 -0.03
C -1.959338 0.815533 2.016407 0.42 -0.04 -0.03
H -1.615598 4.626166 -0.718564 0.34 -0.20 0.20
C 1.186864 2.749305 1.199686 -0.29 -0.06 -0.28
H -0.839264 2.435129 -1.519700 0.11 0.37 0.26
C -0.250170 4.683768 0.961910 0.01 -0.17 -0.02
H 0.405362 -5.350071 0.674704 -0.13 0.22 -0.07